#A
Formula: C6H5N
Source: OMol25
Level of theory: wB97M-V/def2-TZVPD

Geometry (Å):
C -1.490 -1.102 0.032
C -0.237 -1.320 0.056
C -1.792 1.252 -0.178
C 1.149 -1.138 -0.286
C -0.162 1.265 -0.039
C 0.515 0.047 0.451
N -2.160 0.007 0.015
H 1.907 -1.681 0.263
H 1.369 -1.028 -1.342
H 0.076 1.502 -1.079
H 0.062 2.114 0.602
H 0.763 0.082 1.505

Calculated values
**Multiplicity**: 1
**E_HOMO (spin up / spin down)**: -8.12 / -8.13 eV
**HOMO-LUMO gap (spin up / spin down)**: 7.38 / 7.39 eV

Atomic partial charges in e from the Mulliken method, atoms 1 to 2: 0.256 0.060

***

#B
Formula: C6H5N
Source: OMol25
Level of theory: wB97M-V/def2-TZVPD

Geometry (Å):
C 0.818 -0.381 -0.445
C 0.967 0.221 -1.642
C -0.132 0.010 0.548
C 0.233 1.356 -2.045
C -0.876 1.001 0.981
C -0.769 -0.817 1.647
N -0.340 2.310 -2.375
H 1.176 -1.330 -0.207
H 1.736 0.176 -2.342
H -0.157 -1.052 2.431
H -1.241 0.107 2.144
H -1.416 -1.601 1.305

Calculated values
**Multiplicity**: 1
**E_HOMO**: -9.53 eV
**HOMO-LUMO gap**: 8.97 eV

Atomic partial charges in e from the Mulliken method, atoms 1 to 2: -0.346 -0.305

***

Most stable: #B (next structure +0.0594 hartree)

***

#A
Formula: CH6NPS
Source: OMol25
Level of theory: wB97M-V/def2-TZVPD

Geometry (Å):
C -0.857 -0.778 -0.120
N 1.835 -0.605 -0.056
P 0.554 0.154 0.233
S 0.532 1.861 -0.924
H -0.869 -1.668 0.646
H -1.683 -0.279 0.213
H -1.006 -1.168 -1.186
H 2.818 -0.332 -0.018
H -0.530 0.719 2.272
H -0.795 2.098 -1.058

Calculated values
**Multiplicity**: 1
**E_HOMO (spin up / spin down)**: -8.50 / -8.95 eV
**HOMO-LUMO gap (spin up / spin down)**: 7.83 / 8.20 eV

Atomic partial charges in e from the Mulliken method, atoms 1 to 2: -0.934 -0.530

***

#B
Formula: CH6NPS
Source: OMol25
Level of theory: wB97M-V/def2-TZVPD

Geometry (Å):
C 1.816 -0.366 0.343
N -2.330 -0.149 -0.460
P -1.087 -0.018 0.621
S 0.353 -1.006 -0.502
H 1.970 -0.889 1.279
H 1.648 0.703 0.510
H 2.665 -0.526 -0.317
H -2.176 -0.233 -1.456
H -3.251 0.167 -0.201
H 0.392 2.316 0.184

Calculated values
**Multiplicity**: 1
**E_HOMO (spin up / spin down)**: -6.85 / -8.99 eV
**HOMO-LUMO gap (spin up / spin down)**: 6.45 / 8.94 eV

Atomic partial charges in e from the Mulliken method, atoms 1 to 2: -0.749 -0.375

***

Most stable: #B (next structure +0.0224 hartree)

***

#A
Formula: CH3ClN2
Source: OMol25
Level of theory: wB97M-V/def2-TZVPD

Geometry (Å):
C -0.419 -0.005 -0.047
N 0.628 0.682 -0.599
N 0.767 1.695 -1.387
Cl 2.510 2.086 -1.506
H -1.489 0.132 -0.527
H -0.151 -0.700 0.607
H 1.412 0.456 -0.013

Calculated values
**Multiplicity**: 1
**E_HOMO**: -8.32 eV
**HOMO-LUMO gap**: 8.86 eV

Atomic partial charges in e from the Mulliken method, atoms 1 to 2: -0.414 0.153

***

#B
Formula: CH3ClN2
Source: OMol25
Level of theory: wB97M-V/def2-TZVPD

Geometry (Å):
C 0.373 0.141 0.057
N -0.856 -0.395 -0.174
N 1.461 -0.658 -0.130
Cl 3.023 0.035 -0.051
H 0.512 1.189 0.255
H -0.182 -1.744 -0.353
H -1.549 -0.413 0.576

Calculated values
**Multiplicity**: 1
**E_HOMO**: -9.32 eV
**HOMO-LUMO gap**: 9.67 eV

Atomic partial charges in e from the Mulliken method, atoms 1 to 2: 0.021 -0.533

***

#C
Formula: CH3ClN2
Source: OMol25
Level of theory: wB97M-V/def2-TZVPD

Geometry (Å):
C -0.221 0.098 0.006
N -1.601 0.411 0.035
N -2.520 -0.531 -0.091
Cl -4.052 0.043 0.009
H 0.247 0.813 -0.765
H 0.122 -0.946 -0.057
H 0.225 0.455 0.994

Calculated values
**Multiplicity**: 1
**E_HOMO**: -9.89 eV
**Structure (SMILES)**: C/N=N/Cl
**HOMO-LUMO gap**: 9.94 eV

Atomic partial charges in e from the Mulliken method, atoms 1 to 2: -0.550 -0.032

***

Most stable: #C (next structure +0.0316 hartree)

***

#A
Formula: C3H8O2S2
Source: OMol25
Level of theory: wB97M-V/def2-TZVPD

Geometry (Å):
C -1.287 0.186 0.088
C 0.578 0.783 1.544
C 0.051 0.815 0.327
O 3.676 -0.247 -1.639
O 1.629 -0.987 -0.594
S 3.694 0.138 1.149
S 2.619 0.000 -0.452
H -2.190 0.662 -0.376
H -1.260 -0.666 -0.613
H -1.720 -0.393 0.884
H 3.886 -1.218 -1.590
H 0.140 0.200 2.231
H 1.485 1.349 1.695
H 0.500 1.532 -0.379
H 2.043 1.269 -0.962

Calculated values
**Multiplicity**: 1
**E_HOMO**: -9.12 eV
**Structure (SMILES)**: O=[S@H](O)=S.C=CC
**HOMO-LUMO gap**: 9.20 eV

Atomic partial charges in e from the Mulliken method, atoms 1 to 2: -1.240 -0.861

***

#B
Formula: C3H8O2S2
Source: OMol25
Level of theory: wB97M-V/def2-TZVPD

Geometry (Å):
C -1.466 -0.377 0.522
C -1.318 -0.640 2.005
O -0.509 -1.435 2.405
C -0.124 -0.194 -0.205
S 0.429 -1.663 -1.208
S 0.508 -0.861 -3.091
H -2.062 0.498 0.284
H -2.056 -1.280 0.289
H -1.736 0.115 2.687
H 0.678 -0.063 0.517
H -0.184 0.571 -0.968
H -0.800 -1.007 -3.443
H 1.576 6.767 3.374
H 0.504 6.084 4.135
O 1.225 5.882 3.563

Calculated values
**Multiplicity**: 1
**E_HOMO**: -9.12 eV
**Structure (SMILES)**: O=CCCSS.O
**HOMO-LUMO gap**: 9.72 eV

Atomic partial charges in e from the Mulliken method, atoms 1 to 2: -0.343 -0.032

***

Most stable: #B (next structure +0.1049 hartree)

***

#A
Formula: C5H10BNO3
Source: OMol25
Level of theory: wB97M-V/def2-TZVPD

Geometry (Å):
B -0.020 1.218 -1.358
C -1.201 -0.493 0.250
C 1.774 -1.105 0.221
C -0.997 0.145 1.538
C 2.406 -0.162 0.865
C -0.817 -0.061 -0.951
N -2.056 -1.603 0.437
O 1.295 -1.950 -0.403
O 0.203 1.354 -2.720
O 0.457 2.177 -0.547
H -0.213 1.095 1.435
H -0.554 -0.344 2.381
H -1.835 0.638 1.989
H 3.104 -0.184 1.669
H 2.437 0.826 0.400
H -1.756 -2.202 1.158
H -0.984 -0.873 -1.629
H -2.282 -2.029 -0.514
H -0.023 0.714 -3.402
H 1.063 2.839 -0.818

Calculated values
**Multiplicity**: 1
**E_HOMO**: -8.45 eV
**Structure (SMILES)**: C/C(N)=C\B(O)O.C=C=O
**HOMO-LUMO gap**: 9.03 eV

Atomic partial charges in e from the Mulliken method, atoms 1 to 2: 0.640 0.871

***

#B
Formula: C5H10BNO3
Source: OMol25
Level of theory: wB97M-V/def2-TZVPD

Geometry (Å):
B 0.926 -1.411 0.108
C 0.132 -0.149 0.038
C 1.099 1.136 0.068
C -1.304 0.087 -0.027
C 0.652 2.524 0.356
C -2.203 -0.964 -0.674
N -1.845 1.147 0.438
O 2.181 -1.604 -0.474
O 0.334 -2.471 0.839
O 2.401 0.961 -0.073
H 0.911 2.596 1.528
H -0.444 2.668 0.276
H 1.204 3.403 -0.207
H -1.869 -1.980 -0.388
H -2.227 -0.846 -1.736
H -3.196 -0.579 -0.388
H -2.853 1.213 0.230
H 2.580 -2.486 -0.377
H 0.946 -3.285 0.766
H 2.574 0.040 -0.303

Calculated values
**Multiplicity**: 1
**E_HOMO**: -7.96 eV
**Structure (SMILES)**: [H]/N=C(C)/C(B(O)O)=C(\C)O
**HOMO-LUMO gap**: 8.05 eV

Atomic partial charges in e from the Mulliken method, atoms 1 to 2: 0.383 0.319

***

Most stable: #B (next structure +0.0062 hartree)